The following is a quantum chemistry calculation of 14 unconnected molecules or ions with the total composition C68H62F10N4 in a non-equilibrium geometry, from OMol25.

Bonds (Å) are listed after each position.
Atoms and positions in Å:
1 F 4.915 6.116 -5.128  C2 1.366
2 C 4.311 5.361 -4.163  F1 1.366, C3 1.429, C7 1.412
3 C 2.897 5.428 -3.965  C2 1.429, C4 1.377, H8 1.080
4 C 2.364 4.586 -3.014  C3 1.377, C5 1.402, H9 1.080
5 C 3.174 3.752 -2.230  C4 1.402, C6 1.364, H10 1.080
6 C 4.526 3.751 -2.414  C5 1.364, C7 1.335, H11 1.080
7 C 5.092 4.490 -3.371  C2 1.412, C6 1.335, H12 1.080
8 H 2.313 6.150 -4.516  C3 1.080
9 H 1.310 4.744 -2.840  C4 1.080
10 H 2.730 3.162 -1.442  C5 1.080
11 H 5.164 3.015 -1.947  C6 1.080
12 H 6.153 4.392 -3.543  C7 1.080
13 F -1.365 2.918 -4.288  C14 1.349
14 C -2.112 3.782 -3.569  F13 1.349, C15 1.400, C19 1.419
15 C -2.348 5.032 -4.154  C14 1.400, C16 1.388, H20 1.080
16 C -3.152 5.961 -3.510  C15 1.388, C17 1.417, H21 1.080
17 C -3.751 5.632 -2.268  C16 1.417, C18 1.415, H22 1.080
18 C -3.474 4.365 -1.703  C17 1.415, C19 1.359, H23 1.080
19 C -2.663 3.454 -2.303  C14 1.419, C18 1.359, H24 1.080
20 H -1.884 5.244 -5.106  C15 1.080
21 H -3.414 6.857 -4.054  C16 1.080
22 H -4.504 6.321 -1.916  C17 1.080
23 H -4.015 4.059 -0.820  C18 1.080
24 H -2.499 2.486 -1.853  C19 1.080
25 F 0.126 4.885 0.536  C26 1.360
26 C 0.523 5.956 -0.202  F25 1.360, C27 1.329, C31 1.410
27 C -0.202 6.467 -1.193  C26 1.329, C28 1.397, H32 1.080
28 C 0.163 7.653 -1.833  C27 1.397, C29 1.429, H33 1.080
29 C 1.380 8.293 -1.444  C28 1.429, C30 1.385, H34 1.080
30 C 2.134 7.766 -0.408  C29 1.385, C31 1.424, H35 1.080
31 C 1.713 6.570 0.239  C26 1.410, C30 1.424, H36 1.080
32 H -0.975 5.812 -1.566  C27 1.080
33 H -0.382 8.091 -2.656  C28 1.080
34 H 1.796 9.137 -1.973  C29 1.080
35 H 3.084 8.167 -0.086  C30 1.080
36 H 2.275 6.105 1.035  C31 1.080
37 F 7.167 -5.570 3.938  C38 1.328
38 C 6.235 -5.237 3.054  F37 1.328, C39 1.358, C43 1.372
39 C 6.617 -5.005 1.772  C38 1.358, C40 1.372, H44 1.080
40 C 5.664 -4.709 0.830  C39 1.372, C41 1.383, H45 1.080
41 C 4.334 -4.555 1.174  C40 1.383, C42 1.362, H46 1.080
42 C 4.007 -4.734 2.484  C41 1.362, C43 1.391, H47 1.080
43 C 4.927 -5.118 3.454  C38 1.372, C42 1.391, H48 1.080
44 H 7.647 -4.979 1.448  C39 1.080
45 H 6.020 -4.577 -0.181  C40 1.080
46 H 3.615 -4.289 0.413  C41 1.080
47 H 3.006 -4.568 2.856  C42 1.080
48 H 4.772 -5.104 4.522  C43 1.080
49 F 3.512 -0.553 2.660  C50 1.362
50 C 2.502 -0.266 3.529  F49 1.362, C51 1.393, C55 1.397
51 C 2.669 0.679 4.538  C50 1.393, C52 1.389, H56 1.080
52 C 1.628 0.862 5.438  C51 1.389, C53 1.410, H57 1.080
53 C 0.375 0.270 5.176  C52 1.410, C54 1.418, H58 1.080
54 C 0.207 -0.642 4.103  C53 1.418, C55 1.370, H59 1.080
55 C 1.302 -0.958 3.343  C50 1.397, C54 1.370, H60 1.080
56 H 3.603 1.187 4.725  C51 1.080
57 H 1.657 1.672 6.153  C52 1.080
58 H -0.463 0.625 5.758  C53 1.080
59 H -0.798 -0.999 3.931  C54 1.080
60 H 1.276 -1.618 2.489  C55 1.080
61 F -2.449 1.315 3.759  C62 1.339
62 C -3.396 0.513 3.257  F61 1.339, C63 1.396, C67 1.434
63 C -4.712 0.745 3.661  C62 1.396, C64 1.371, H68 1.080
64 C -5.728 -0.038 3.178  C63 1.371, C65 1.412, H69 1.080
65 C -5.514 -1.067 2.236  C64 1.412, C66 1.360, H70 1.080
66 C -4.231 -1.306 1.851  C65 1.360, C67 1.436, H71 1.080
67 C -3.115 -0.529 2.312  C62 1.434, C66 1.436, H72 1.080
68 H -4.954 1.600 4.275  C63 1.080
69 H -6.747 0.133 3.492  C64 1.080
70 H -6.305 -1.714 1.887  C65 1.080
71 H -4.115 -2.156 1.194  C66 1.080
72 H -2.096 -0.814 2.092  C67 1.080
73 F 0.688 2.326 -0.263  C74 1.355
74 C 0.691 0.971 -0.294  F73 1.355, C75 1.390, C79 1.394
75 C -0.569 0.442 -0.548  C74 1.390, C76 1.374, H80 1.080
76 C -0.709 -0.923 -0.629  C75 1.374, C77 1.416, H81 1.080
77 C 0.454 -1.720 -0.491  C76 1.416, C78 1.367, H82 1.080
78 C 1.712 -1.195 -0.392  C77 1.367, C79 1.376, H83 1.080
79 C 1.825 0.165 -0.213  C74 1.394, C78 1.376, H84 1.080
80 H -1.392 1.141 -0.566  C75 1.080
81 H -1.632 -1.474 -0.733  C76 1.080
82 H 0.407 -2.790 -0.630  C77 1.080
83 H 2.521 -1.903 -0.283  C78 1.080
84 H 2.842 0.480 -0.029  C79 1.080
85 F 0.919 -4.561 1.452  C86 1.357
86 C 0.330 -4.570 2.674  F85 1.357, C87 1.417, C91 1.443
87 C 0.698 -5.491 3.687  C86 1.417, C88 1.368, H92 1.080
88 C -0.049 -5.573 4.829  C87 1.368, C89 1.355, H93 1.080
89 C -1.154 -4.817 5.036  C88 1.355, C90 1.407, H94 1.080
90 C -1.504 -3.855 4.069  C89 1.407, C91 1.384, H95 1.080
91 C -0.853 -3.764 2.851  C86 1.443, C90 1.384, H96 1.080
92 H 1.515 -6.186 3.558  C87 1.080
93 H 0.192 -6.240 5.644  C88 1.080
94 H -1.752 -4.846 5.934  C89 1.080
95 H -2.358 -3.236 4.300  C90 1.080
96 H -1.131 -3.146 2.011  C91 1.080
97 F -2.781 -5.186 0.638  C98 1.338
98 C -4.008 -4.735 0.353  F97 1.338, C99 1.379, C103 1.428
99 C -4.052 -3.949 -0.780  C98 1.379, C100 1.390, H104 1.080
100 C -5.242 -3.303 -1.095  C99 1.390, C101 1.416, H105 1.080
101 C -6.373 -3.463 -0.259  C100 1.416, C102 1.403, H106 1.080
102 C -6.268 -4.155 0.958  C101 1.403, C103 1.409, H107 1.080
103 C -5.120 -4.925 1.228  C98 1.428, C102 1.409, H108 1.080
104 H -3.191 -3.923 -1.432  C99 1.080
105 H -5.267 -2.656 -1.959  C100 1.080
106 H -7.318 -3.061 -0.592  C101 1.080
107 H -7.014 -4.274 1.730  C102 1.080
108 H -5.085 -5.542 2.114  C103 1.080
109 F -7.994 1.504 -1.103  C110 1.317
110 C -6.981 1.165 -1.874  F109 1.317, C111 1.371, C115 1.363
111 C -5.954 0.417 -1.359  C110 1.371, C112 1.381, H116 1.080
112 C -4.820 0.133 -2.094  C111 1.381, C113 1.437, H117 1.080
113 C -4.809 0.730 -3.402  C112 1.437, C114 1.386, H118 1.080
114 C -5.816 1.519 -3.936  C113 1.386, C115 1.414, H119 1.080
115 C -6.951 1.723 -3.117  C110 1.363, C114 1.414, H120 1.080
116 H -5.999 0.091 -0.331  C111 1.080
117 H -3.999 -0.420 -1.662  C112 1.080
118 H -3.972 0.592 -4.070  C113 1.080
119 H -5.783 1.961 -4.921  C114 1.080
120 H -7.857 2.246 -3.386  C115 1.080
121 C 3.334 -3.224 -3.174  C122 1.491, H124 1.090, H125 1.090, H126 1.090
122 C 3.865 -4.611 -3.300  C121 1.491, N123 1.141
123 N 4.255 -5.684 -3.299  C122 1.141
124 H 3.441 -2.928 -2.130  C121 1.090
125 H 2.293 -3.300 -3.490  C121 1.090
126 H 3.996 -2.635 -3.809  C121 1.090
127 C 7.014 0.518 -2.148  C128 1.438, H130 1.090, H131 1.090, H132 1.090
128 C 5.596 0.299 -2.041  C127 1.438, N129 1.129
129 N 4.475 0.179 -1.982  C128 1.129
130 H 7.090 1.592 -1.983  C127 1.090
131 H 7.264 0.154 -3.145  C127 1.090
132 H 7.565 0.035 -1.341  C127 1.090
133 C -0.154 -6.008 -1.793  C134 1.433, H136 1.090, H137 1.090, H138 1.090
134 C -0.748 -6.077 -3.095  C133 1.433, N135 1.135
135 N -1.255 -6.101 -4.110  C134 1.135
136 H -0.810 -5.439 -1.134  C133 1.090
137 H 0.782 -5.451 -1.809  C133 1.090
138 H 0.025 -7.010 -1.402  C133 1.090
139 C 3.627 2.802 1.247  C140 1.488, H142 1.090, H143 1.090, H144 1.090
140 C 4.294 4.130 1.340  C139 1.488, N141 1.167
141 N 4.862 5.149 1.356  C140 1.167
142 H 3.847 2.188 2.120  C139 1.090
143 H 4.183 2.308 0.451  C139 1.090
144 H 2.598 2.930 0.914  C139 1.090

Summary:
LUMO energy: 0.007 Ha
frontier orbital gap: 9.07 eV
ΔE to the lowest compared entry with this formula, charge and spin: 0.3681 eV